[1]
DFT (ωB97M-V with the def2-TZVPD basis set) results for the ion C22H34N2 with charge +2 in a non-equilibrium geometry.

```
58
Properties=species:S:1:pos:R:3:lowdin_charge:R:1
N -1.247 2.480 0.738 -0.018
N 5.170 1.405 -1.788 0.128
C -2.658 2.579 1.215 -0.078
C 1.291 -2.758 0.352 -0.214
C -0.414 1.639 1.368 0.031
C 2.891 1.858 -2.133 0.056
C -0.134 -2.075 2.907 -0.114
C -1.976 -1.882 -1.612 -0.188
C 0.444 3.018 -0.844 0.064
C -3.774 -0.023 -1.425 -0.172
C -0.815 -1.678 -0.633 -0.233
C -3.602 1.389 -0.835 -0.186
C 1.317 2.131 -0.223 -0.125
C -2.501 -0.526 -2.127 -0.186
C 2.686 1.895 -0.752 -0.108
C 1.160 -2.883 2.969 -0.231
C 0.884 1.455 0.911 0.055
C -3.442 1.380 0.680 -0.154
C -0.838 3.175 -0.330 0.024
C 3.770 1.677 0.094 0.059
C 4.154 1.605 -2.638 0.027
C 1.631 -3.509 1.642 -0.205
C -0.145 -2.974 -0.178 -0.189
C 5.017 1.439 -0.457 0.027
H -0.735 -3.391 0.634 0.106
H -1.701 0.205 -1.996 0.082
H 3.646 1.711 1.162 0.138
H -2.738 1.837 -1.322 0.081
H -1.542 3.851 -0.781 0.156
H -2.665 -0.590 -3.199 0.112
H 6.090 1.218 -2.171 0.197
H 1.525 -1.693 0.441 0.082
H 4.322 1.556 -3.699 0.156
H -0.135 -3.686 -0.994 0.116
H -2.770 -2.392 -1.076 0.116
H -4.455 2.014 -1.083 0.122
H -1.222 -1.131 0.223 0.086
H -4.102 -0.722 -0.661 0.111
H 2.718 -3.563 1.692 0.104
H 1.946 -2.253 3.380 0.099
H 1.966 -3.148 -0.409 0.106
H -0.148 -1.361 2.090 0.021
H 0.979 -3.692 3.668 0.109
H -0.063 -1.034 -1.099 0.099
H 1.300 -4.539 1.555 0.116
H -2.625 2.545 2.298 0.138
H -1.627 -2.493 -2.438 0.114
H 5.895 1.283 0.144 0.157
H -1.005 -2.717 2.817 0.082
H 1.528 0.757 1.418 0.126
H -4.417 1.408 1.158 0.135
H -0.265 -1.529 3.843 0.076
H -0.779 1.099 2.225 0.151
H -3.069 3.530 0.898 0.141
H -2.929 0.486 1.035 0.108
H 2.061 1.993 -2.803 0.135
H -4.582 0.016 -2.150 0.114
H 0.730 3.606 -1.699 0.137
```

Properties
maximum force = 0.020 Eh/bohr
total charge = +2
E_HOMO = -15.13 eV
LUMO = -0.296 hartree
total energy = -967.64908 Ha

[2]
DFT (ωB97M-V with the def2-TZVPD basis set) results for a structure of composition C22H34O20Pd in a non-equilibrium geometry.

```
77
Properties=species:S:1:pos:R:3:lowdin_charge:R:1
Pd -22.281 8.343 6.156 1.005
O -21.325 2.512 7.292 0.063
O -16.955 12.684 4.412 0.077
O -20.042 12.173 4.599 0.045
O -17.620 10.543 4.426 0.070
O -21.078 10.222 5.015 0.120
O -22.692 1.044 6.224 0.171
O -23.250 8.011 4.322 -0.343
O -20.693 3.480 11.452 0.184
O -22.483 3.130 5.521 0.034
O -14.658 4.594 9.054 0.065
O -20.393 5.698 11.152 0.065
O -21.408 9.190 8.285 0.103
O -21.028 11.304 7.724 0.050
O -14.832 6.251 10.559 0.173
O -18.881 4.255 10.342 0.073
O -18.014 11.820 2.628 0.155
O -21.879 11.648 3.480 0.088
O -20.486 7.289 6.324 -0.327
O -15.682 6.463 8.473 0.021
O -19.949 10.458 9.466 0.076
C -22.215 2.111 6.366 -0.603
C -19.620 6.409 10.176 -0.107
C -20.345 12.413 8.282 -0.107
C -17.590 11.699 3.729 -0.583
C -17.193 10.805 5.759 -0.119
C -19.317 11.731 9.213 -0.072
C -20.977 11.221 4.386 -0.529
C -23.175 7.592 3.019 -0.433
C -21.755 7.471 2.489 -0.097
C -20.848 10.216 8.506 -0.555
C -20.066 4.386 11.026 -0.553
C -16.413 12.100 5.597 -0.111
C -14.777 4.494 7.632 -0.094
C -18.383 5.546 10.130 -0.159
C -21.214 3.947 7.185 -0.115
C -18.706 7.130 4.622 -0.080
C -19.277 7.749 5.889 -0.446
C -20.182 13.212 3.632 -0.109
C -15.036 5.816 9.479 -0.589
C -15.774 5.600 7.332 -0.122
C -21.361 12.763 2.754 -0.079
C -21.619 4.284 5.746 -0.072
H -19.476 7.478 10.252 0.132
H -19.819 12.978 7.511 0.125
H -22.356 5.078 5.764 0.118
H -17.785 5.806 9.259 0.108
H -22.138 13.521 2.867 0.129
H -18.333 11.622 8.776 0.120
H -20.334 14.176 4.112 0.134
H -21.739 7.123 1.454 0.072
H -19.278 13.279 3.026 0.104
H -19.404 12.258 10.159 0.134
H -18.513 7.511 6.672 0.095
H -21.164 8.384 2.573 0.061
H -17.953 10.820 6.537 0.110
H -16.468 12.723 6.494 0.127
H -17.738 5.896 10.952 0.140
H -19.168 8.847 5.875 0.072
H -15.613 6.200 6.437 0.127
H -15.142 3.502 7.384 0.135
H -23.655 8.398 2.430 0.103
H -16.815 5.273 7.240 0.119
H -21.218 6.709 3.066 0.052
H -20.160 4.162 7.381 0.117
H -18.710 6.032 4.669 0.066
H -17.627 7.311 4.576 0.063
H -23.758 6.700 2.747 0.101
H -20.817 4.284 5.020 0.126
H -21.732 4.378 8.042 0.131
H -19.258 7.385 3.718 0.049
H -21.122 12.628 1.705 0.136
H -15.331 12.014 5.464 0.134
H -13.803 4.670 7.177 0.133
H -21.031 13.101 8.774 0.134
H -16.478 10.029 6.038 0.136
H -20.112 6.191 9.215 0.121
```

Properties
maximum force = 0.061 Eh/bohr
total charge = 0
spin multiplicity = 3
E_HOMO (alpha / beta) = -8.37 / -8.17 eV
LUMO (alpha / beta) = -0.011 / -0.054 hartree
total energy = -2491.24530 Ha
<S²> = 2.0080